Entry 1:
Here is a cluster of 9 separate species, C27H69F3N2O19S6 in total at a distorted geometry from the OMol25 dataset. Energies are from ωB97M-V/def2-TZVPD.

Cartesian coordinates (Å):
1 N -0.2635 -0.3198 0.4704
2 H -0.5450 -1.2697 0.6666
3 H -1.0867 0.2653 0.4851
4 H 0.1287 -0.2728 -0.4591
5 H 0.4601 0.0804 1.0505
6 C 1.1170 -0.6118 -9.3796
7 C -0.2478 -0.6653 -8.7023
8 C -0.3949 0.1470 -7.3087
9 N -1.7290 0.0398 -6.5887
10 C -1.7707 -1.3805 -5.8850
11 C -2.9486 0.2878 -7.5598
12 C -4.0614 0.7060 -6.6658
13 C -3.3517 1.4498 -5.4587
14 C -1.8865 1.1341 -5.5665
15 H 1.2384 -1.3232 -10.1964
16 H 1.9172 -0.9307 -8.7117
17 H 1.2327 0.3690 -9.8408
18 H -0.3815 -1.7405 -8.5832
19 H -1.0523 -0.3244 -9.3539
20 H -0.3531 1.1867 -7.6333
21 H 0.3309 0.0272 -6.5043
22 H -2.6762 -1.5118 -5.2926
23 H -0.8499 -1.5889 -5.3403
24 H -1.8369 -2.1318 -6.6720
25 H -3.0974 -0.5976 -8.1778
26 H -2.6479 1.1426 -8.1657
27 H -4.7162 -0.1008 -6.3366
28 H -4.7027 1.3051 -7.3123
29 H -3.7775 1.2071 -4.4851
30 H -3.5331 2.5238 -5.5003
31 H -1.2486 0.9531 -4.7013
32 H -1.4442 2.0307 -6.0006
33 C 0.2215 -6.6741 3.5196
34 F 0.5194 -6.9862 2.2799
35 F -0.2860 -7.8008 4.1271
36 F 1.3444 -6.2280 4.1145
37 S -1.0867 -5.2201 3.6236
38 O -2.3482 -5.8713 3.2743
39 O -1.0169 -4.6013 4.9663
40 O -0.6748 -4.3106 2.5591
41 C 4.1555 2.2874 -3.7480
42 C 3.9961 1.1492 -2.7658
43 C 4.7276 1.5320 -1.4411
44 O 2.6831 0.7561 -2.5533
45 H 3.8729 3.2890 -3.4239
46 H 3.4846 2.1546 -4.5967
47 H 5.1989 2.3038 -4.0627
48 H 4.5823 0.3514 -3.2218
49 H 4.3521 2.3972 -0.8948
50 H 5.7167 1.8550 -1.7657
51 H 4.9187 0.7735 -0.6819
52 O 2.4940 1.9910 3.9852
53 S 3.0168 3.2284 4.4880
54 O 2.6187 4.5232 3.9417
55 O 2.6950 3.2492 6.1146
56 C 2.7601 4.4424 6.8301
57 C 2.4591 4.0274 8.3238
58 C 4.8829 3.1926 4.6603
59 H 2.0303 5.2070 6.5640
60 H 3.7353 4.9037 6.6740
61 H 3.2720 3.4483 8.7618
62 H 1.6113 3.3442 8.2730
63 H 2.1147 4.8400 8.9634
64 H 5.2102 2.8021 3.6968
65 H 5.2561 2.5720 5.4749
66 H 5.1067 4.2445 4.8380
67 O -4.6704 1.5751 5.8859
68 S -3.2294 1.7016 5.6414
69 O -2.5924 1.3172 4.3603
70 O -2.8123 3.2895 5.8941
71 C -3.0389 3.9143 7.1308
72 C -2.7606 5.4342 6.9376
73 C -2.3070 0.9548 7.1087
74 H -2.3197 3.6225 7.8961
75 H -4.0329 3.5971 7.4461
76 H -1.8230 5.6717 6.4350
77 H -2.8150 6.0070 7.8634
78 H -3.5815 5.7195 6.2796
79 H -2.4108 -0.1301 7.1291
80 H -2.7757 1.4100 7.9811
81 H -1.2362 1.1560 7.0757
82 O 5.9634 -2.7800 2.6775
83 S 6.0598 -3.8989 1.7781
84 O 7.0500 -3.8816 0.6795
85 O 6.2216 -5.2440 2.7239
86 C 6.8317 -6.2760 2.0344
87 C 6.1391 -7.6006 2.5495
88 C 4.3774 -4.1834 1.0693
89 H 7.9068 -6.2920 2.2129
90 H 6.6348 -6.2277 0.9634
91 H 6.4763 -7.5969 3.5860
92 H 6.5264 -8.4146 1.9368
93 H 5.0533 -7.6694 2.4827
94 H 4.0748 -5.2277 0.9917
95 H 4.3986 -3.6284 0.1314
96 H 3.7264 -3.6170 1.7353
97 O -4.3393 4.9469 -0.8870
98 S -2.9460 4.8790 -0.5118
99 O -2.3429 3.5214 -0.2448
100 O -2.0611 5.6226 -1.6695
101 C -0.5970 5.5526 -1.5513
102 C -0.2009 6.3747 -2.7892
103 C -2.5712 6.0441 0.9049
104 H -0.3063 4.5021 -1.5584
105 H -0.3299 6.0032 -0.5954
106 H -0.5446 7.3962 -2.6263
107 H -0.5031 5.8839 -3.7144
108 H 0.8856 6.2914 -2.8122
109 H -1.5583 5.8084 1.2314
110 H -3.2204 5.9294 1.7729
111 H -2.5902 7.0912 0.6028
112 O -3.6741 -3.2896 -1.2218
113 S -5.1066 -3.5719 -1.2089
114 O -6.0196 -2.7212 -2.0348
115 O -5.3771 -5.2217 -1.4992
116 C -4.3239 -6.1034 -1.2132
117 C -3.7970 -6.9406 -2.3675
118 C -5.8018 -3.5332 0.5737
119 H -4.7887 -6.8594 -0.5803
120 H -3.5494 -5.6624 -0.5858
121 H -3.0275 -7.5686 -1.9184
122 H -3.3393 -6.3620 -3.1699
123 H -4.6635 -7.4793 -2.7510
124 H -5.5059 -4.4303 1.1176
125 H -6.8881 -3.4575 0.5250
126 H -5.3926 -2.6070 0.9772

Properties
Energy relative to the best compared isomer or geometry (same formula, charge and spin) (kJ/mol): 509.5
E_LUMO (eV): -0.74
Energy (eV): -144153.1855
Charge: 0
HOMO-LUMO gap (eV): 4.759


Entry 2:
Here is a cluster of 5 separate species, C27H72BN2O5P3 in total at a distorted geometry from the OMol25 dataset. Energies are from ωB97M-V/def2-TZVPD.

Cartesian coordinates (Å):
1 C 6.9102 -7.6976 -0.4387
2 N 7.4124 -6.3365 -0.5855
3 C 6.6019 -5.5315 -1.4943
4 B 7.7906 -5.7056 0.6409
5 O 8.7893 -6.2724 1.3651
6 P 6.9455 -4.1385 1.4277
7 C 5.4247 -5.1713 2.0853
8 P 3.9150 -4.2156 2.1926
9 O 3.9150 -3.2931 3.2878
10 O 2.7445 -5.3092 2.3558
11 O 3.6199 -3.4855 0.8056
12 P 8.7971 -2.9229 0.8003
13 N 8.4029 -2.2856 -0.7706
14 O 8.7564 -1.5294 1.6885
15 H 5.9213 -7.7436 0.0160
16 H 7.6019 -8.2591 0.1669
17 H 6.8432 -8.1845 -1.4018
18 H 6.5751 -4.4814 -1.2345
19 H 7.0270 -5.5909 -2.4898
20 H 5.5877 -5.9033 -1.5945
21 H 9.3565 -5.5786 1.7436
22 H 6.1072 -3.2329 0.7058
23 H 7.3080 -3.7564 2.7469
24 H 5.6297 -5.5824 3.0593
25 H 5.2459 -5.9684 1.3634
26 H 2.9326 -6.0327 1.7308
27 H 3.5256 -4.1604 0.1088
28 H 8.5769 -2.9773 -1.4912
29 H 9.0423 -1.5194 -0.9568
30 H 8.0584 -0.9586 1.3154
31 C -0.1038 -4.6514 0.6520
32 C 0.1563 -3.4221 1.5179
33 C -0.4281 -3.5361 2.9229
34 C -1.9503 -3.6772 2.9789
35 C -2.7255 -2.5458 2.3067
36 C -2.4836 -1.1811 2.9452
37 H -1.1695 -4.8118 0.4823
38 H 0.3677 -4.5396 -0.3279
39 H 0.3042 -5.5479 1.1229
40 H -0.2324 -2.5327 1.0132
41 H 1.2324 -3.2739 1.6052
42 H -0.1190 -2.6635 3.5037
43 H 0.0201 -4.4004 3.4215
44 H -2.2533 -3.7401 4.0287
45 H -2.2473 -4.6275 2.5254
46 H -3.7928 -2.7766 2.3644
47 H -2.4813 -2.5002 1.2416
48 H -2.7556 -1.1919 4.0025
49 H -3.0871 -0.4175 2.4507
50 H -1.4390 -0.8769 2.8645
51 C -2.0420 5.7834 1.2146
52 C -3.3394 5.1932 0.6694
53 C -3.9641 4.1465 1.5895
54 C -3.0992 2.9092 1.8346
55 C -2.6884 2.1510 0.5743
56 C -3.8717 1.5872 -0.2069
57 H -1.2663 5.0234 1.3192
58 H -1.6616 6.5500 0.5388
59 H -2.2039 6.2451 2.1907
60 H -3.1598 4.7677 -0.3218
61 H -4.0614 6.0013 0.5269
62 H -4.9295 3.8422 1.1753
63 H -4.1854 4.6103 2.5557
64 H -3.6474 2.2294 2.4948
65 H -2.1983 3.1958 2.3840
66 H -2.0380 1.3225 0.8667
67 H -2.0893 2.7928 -0.0776
68 H -4.4622 0.9127 0.4165
69 H -3.5246 1.0221 -1.0735
70 H -4.5302 2.3765 -0.5732
71 C -8.7307 -0.4675 -5.0502
72 C -8.0981 0.4591 -4.0154
73 C -6.7357 -0.0220 -3.5197
74 C -6.7508 -1.3729 -2.8032
75 C -7.6729 -1.4470 -1.5876
76 C -7.2883 -0.4719 -0.4791
77 H -8.9308 -1.4571 -4.6374
78 H -9.6802 -0.0616 -5.4013
79 H -8.0772 -0.5866 -5.9166
80 H -8.7827 0.5887 -3.1730
81 H -7.9725 1.4494 -4.4603
82 H -6.3118 0.7379 -2.8570
83 H -6.0527 -0.0907 -4.3723
84 H -5.7292 -1.6071 -2.4875
85 H -7.0324 -2.1587 -3.5097
86 H -7.6374 -2.4646 -1.1903
87 H -8.7103 -1.2733 -1.8861
88 H -6.2653 -0.6527 -0.1439
89 H -7.9483 -0.5872 0.3816
90 H -7.3596 0.5650 -0.8107
91 C 2.0279 5.4420 0.5861
92 C 1.7639 6.9379 0.4421
93 C 1.0673 7.3100 -0.8649
94 C 1.8511 6.9872 -2.1375
95 C 3.2329 7.6324 -2.2241
96 C 3.1924 9.1581 -2.2268
97 H 2.7023 5.0731 -0.1880
98 H 2.4883 5.2288 1.5515
99 H 1.0968 4.8751 0.5258
100 H 2.7048 7.4858 0.5416
101 H 1.1329 7.2625 1.2737
102 H 0.8303 8.3777 -0.8449
103 H 0.1061 6.7900 -0.9125
104 H 1.2563 7.3052 -2.9994
105 H 1.9600 5.9033 -2.2338
106 H 3.7146 7.2921 -3.1443
107 H 3.8650 7.2840 -1.4030
108 H 2.5939 9.5299 -3.0608
109 H 4.1972 9.5700 -2.3275
110 H 2.7687 9.5527 -1.3024

Properties
E_LUMO (eV): -0.09
Energy (eV): -70930.8777
Charge: 0
HOMO-LUMO gap (eV): 6.918